ORCA calculation (the ωB97M-V functional and the def2-TZVPD basis) on C33H39BN11O7SSn as an isolated structure.

XYZ file:
```
93
Properties=species:S:1:pos:R:3:forces:R:3
Sn 0.755 -0.209 0.397 -0.6 0.5 0.2
C 3.720 -1.225 -2.794 1.0 1.2 0.8
C 2.967 0.077 -2.408 0.7 -0.1 -1.0
C 3.176 1.154 -3.493 -0.3 -0.7 -0.1
C 3.442 0.560 -1.093 0.4 -0.5 -0.6
C 4.734 0.822 -0.632 0.0 0.0 -1.5
C 4.583 1.147 0.663 0.9 0.3 1.6
N 3.294 1.049 1.000 1.3 1.0 1.7
N 2.591 0.727 -0.083 -0.5 -0.4 -0.4
B 2.762 0.919 2.438 -1.1 -0.6 -1.1
N 1.424 1.690 2.500 1.4 -0.4 0.5
C 1.140 2.644 3.388 -0.6 0.1 -0.9
C -0.126 3.119 3.080 0.0 -1.1 -0.2
C -0.602 2.282 2.031 -0.2 0.6 0.7
N 0.396 1.484 1.649 0.0 -0.6 0.1
C -2.013 2.282 1.561 -1.2 0.3 -0.4
C -2.341 3.749 1.195 -1.0 -0.5 0.0
C -2.498 1.355 0.399 0.0 0.2 0.8
N 2.497 -0.655 2.578 0.1 1.1 1.0
C 2.863 -1.384 3.639 -0.2 -0.5 -1.4
C 2.814 -2.702 3.251 -0.2 -0.2 0.1
C 2.348 -2.756 1.918 0.1 1.0 1.4
N 2.120 -1.466 1.547 0.4 -0.3 -0.3
C 2.204 -4.111 1.298 0.4 -0.4 0.9
C 1.849 -4.351 -0.117 0.8 0.9 -1.4
C 1.317 -4.956 2.200 -0.8 0.4 0.9
H 3.328 -1.671 -3.670 -0.6 -0.4 -0.9
H 3.665 -1.920 -1.963 0.1 -0.3 0.0
H 4.798 -1.000 -3.018 -0.9 -0.2 0.4
H 1.906 -0.113 -2.328 -0.2 -0.3 0.0
H 4.263 1.207 -3.674 -0.6 0.3 -0.3
H 2.783 2.111 -3.153 0.2 0.1 -0.1
H 2.595 0.845 -4.395 0.8 0.3 0.5
H 5.677 0.828 -1.145 -0.1 -0.1 -0.4
H 5.404 1.438 1.334 -0.9 -0.2 0.0
H 3.484 1.390 3.240 0.3 -0.3 0.2
H 1.900 2.879 4.116 -0.2 0.3 0.1
H -0.695 3.865 3.592 -0.1 0.2 0.1
H -2.646 2.060 2.440 0.5 -0.2 -0.2
H -1.507 4.151 0.685 0.8 0.6 -1.0
H -2.487 4.385 2.054 -0.2 0.0 0.4
H -3.241 3.797 0.563 0.3 0.1 0.3
H -2.598 1.954 -0.495 0.0 0.1 -0.4
H -3.516 0.986 0.652 0.8 0.1 -0.3
H -1.837 0.524 0.135 -0.4 -0.1 0.4
H 3.143 -0.906 4.544 0.3 0.2 0.5
H 3.035 -3.555 3.868 0.2 0.0 -0.1
H 3.192 -4.556 1.431 0.2 0.2 0.0
H 1.046 -3.771 -0.507 -0.7 0.2 -0.1
H 1.634 -5.383 -0.252 -0.3 -0.8 -0.2
H 2.693 -4.136 -0.770 0.2 0.1 -0.1
H 0.376 -4.428 2.423 0.3 -0.2 0.0
H 1.783 -5.241 3.151 -0.1 0.1 -0.3
H 1.053 -5.830 1.648 -0.2 -0.9 -0.1
C -1.525 -0.104 4.606 0.3 -0.7 0.5
C -1.349 -1.263 3.641 -0.1 0.5 -0.2
N -0.717 -1.243 2.478 -1.1 -1.2 -1.1
C -1.210 -2.396 1.778 1.0 0.4 0.2
C -2.020 -3.120 2.588 0.1 0.5 0.1
N -2.080 -2.411 3.763 -0.4 0.3 0.4
C -2.883 -4.305 2.307 -0.6 -0.4 -0.2
O -2.666 -5.427 3.026 1.2 0.8 0.9
O -3.761 -4.235 1.513 -0.2 0.0 -0.2
C -0.936 -2.703 0.332 -1.1 0.9 0.8
O -1.568 -3.519 -0.280 1.2 0.4 0.2
O -0.077 -1.825 -0.238 -0.4 -1.3 -0.3
H -0.913 0.740 4.298 -0.3 0.1 -0.3
H -1.164 -0.316 5.631 -0.3 -0.3 -0.5
H -2.608 0.137 4.687 0.8 0.1 -0.2
H -2.819 -2.528 4.451 0.4 -0.1 -0.1
H -1.939 -5.227 3.667 -0.7 -0.6 -0.6
O -5.785 3.059 -2.506 -0.6 0.5 -0.5
S -6.164 2.946 -3.919 3.3 -1.3 0.2
O -6.790 4.059 -4.554 -1.0 0.3 0.1
O -6.496 1.584 -4.286 -1.0 0.3 -0.2
C -4.437 3.009 -4.712 -1.7 -1.3 1.6
N -4.206 3.863 -5.664 2.0 1.4 -0.5
C -2.894 4.044 -5.957 -0.7 -0.2 -1.0
C -1.891 3.286 -5.423 0.6 -0.2 -0.5
C -2.303 2.307 -4.555 0.2 -0.2 0.9
N -3.556 2.127 -4.162 0.6 0.6 -0.4
C -1.305 1.593 -3.710 -1.7 -1.6 -1.4
C -1.518 0.230 -3.423 -0.3 0.8 1.5
C -0.967 -0.226 -2.250 1.1 0.3 -0.1
N -0.120 0.574 -1.487 -0.6 -1.0 0.1
C 0.203 1.792 -1.923 0.7 0.3 -0.3
C -0.299 2.282 -3.106 0.6 0.4 0.6
H -2.584 4.748 -6.718 -0.6 0.3 -0.1
H -0.860 3.315 -5.785 -0.3 0.4 0.3
H -2.275 -0.352 -3.937 0.2 0.1 -0.1
H -1.087 -1.240 -1.900 -0.2 0.2 -0.1
H 0.909 2.378 -1.331 -0.2 -0.2 -0.1
H 0.007 3.209 -3.557 0.0 0.5 0.5
```
Positions in Å, forces in eV/Å.

Properties
charge: +1
ΔE to the lowest compared entry with this formula, charge and spin: 6.0 kcal per mole

ORCA calculation (the ωB97M-V functional and the def2-TZVPD basis) on C33H59BN3OP2SSn as an isolated structure.

XYZ file:
```
101
Properties=species:S:1:pos:R:3:forces:R:3
Sn 1.287 1.082 0.329 -0.5 0.2 0.6
C -0.919 3.329 -3.052 0.0 0.0 -0.1
C -1.458 1.943 -2.661 0.1 0.2 0.4
C -2.273 1.309 -3.791 -0.1 0.0 0.0
C -2.376 2.132 -1.440 0.0 0.0 -0.1
P -0.052 0.832 -2.120 0.3 -0.3 -0.2
C -0.721 -0.892 -2.121 -0.1 -0.1 0.3
N -1.777 -1.265 -1.183 -0.1 0.0 -0.1
B -1.969 -1.342 0.243 0.2 -0.1 0.0
N -3.189 -1.991 0.475 -0.2 0.1 -0.2
C -3.449 -2.142 1.900 0.1 -0.1 -0.3
P -1.872 -1.239 2.258 -0.1 0.0 0.0
C -0.772 -2.365 3.227 0.0 -0.1 -0.1
C 0.626 -1.790 3.477 0.0 -0.1 0.0
C -0.629 -3.647 2.385 0.0 0.0 0.0
C -1.463 -2.679 4.561 0.0 0.0 0.0
C -2.308 0.382 3.054 0.2 0.0 0.0
C -3.431 0.186 4.086 0.0 0.1 0.0
C -1.081 1.019 3.722 -0.1 0.1 0.0
C -2.795 1.296 1.927 -0.1 0.0 0.0
C -3.807 -2.330 -0.731 0.1 0.0 0.2
C -5.012 -2.962 -0.993 0.0 0.0 0.0
C -5.337 -3.186 -2.319 0.0 0.0 0.0
C -4.471 -2.792 -3.339 0.0 0.0 0.0
C -3.268 -2.156 -3.072 0.0 0.0 0.0
C -2.935 -1.914 -1.742 0.1 0.2 0.0
C 1.322 0.789 -3.397 0.1 0.2 0.0
C 2.239 1.976 -3.043 0.0 0.0 -0.1
C 2.148 -0.498 -3.287 0.0 0.0 -0.2
C 0.851 0.908 -4.851 0.0 0.0 -0.1
H -1.770 4.010 -3.144 0.0 -0.1 0.0
H -0.395 3.337 -4.008 0.0 0.0 0.1
H -0.257 3.744 -2.289 -0.1 0.0 -0.1
H -2.950 2.077 -4.173 0.0 0.0 0.0
H -2.893 0.490 -3.424 0.0 0.0 0.0
H -1.680 0.955 -4.632 0.0 0.0 0.0
H -3.251 2.709 -1.749 0.1 0.0 0.0
H -1.873 2.699 -0.653 0.0 0.0 0.0
H -2.731 1.183 -1.036 0.0 0.0 0.0
H 0.120 -1.579 -2.046 0.1 0.0 0.1
H -1.121 -0.998 -3.124 0.0 -0.1 -0.1
H -3.439 -3.180 2.223 0.0 -0.1 0.1
H -4.358 -1.665 2.257 0.0 0.1 0.0
H 1.169 -1.638 2.545 -0.1 0.0 0.0
H 1.186 -2.527 4.060 0.0 0.0 0.0
H 0.619 -0.867 4.047 0.0 0.0 0.1
H -0.284 -3.438 1.368 0.0 0.0 0.0
H -1.555 -4.219 2.327 0.0 0.0 0.0
H 0.114 -4.287 2.866 -0.1 0.0 0.0
H -1.429 -1.835 5.251 0.0 0.0 0.0
H -0.928 -3.508 5.029 0.0 0.0 0.0
H -2.503 -2.993 4.442 0.1 0.0 0.0
H -3.264 -0.648 4.766 0.0 0.0 0.0
H -4.403 0.056 3.608 0.0 0.0 0.0
H -3.489 1.094 4.692 0.0 0.0 0.0
H -0.842 0.553 4.679 0.0 0.0 0.0
H -1.308 2.070 3.916 0.0 0.0 0.0
H -0.191 0.989 3.089 0.0 0.0 0.0
H -3.575 0.836 1.314 0.0 0.0 0.0
H -1.967 1.586 1.276 0.0 0.0 0.0
H -3.215 2.205 2.367 0.0 0.0 0.0
H -5.670 -3.269 -0.189 0.0 0.0 0.0
H -6.271 -3.673 -2.567 0.0 0.0 0.0
H -4.739 -2.991 -4.368 0.0 0.0 0.0
H -2.634 -1.875 -3.903 0.0 0.0 0.0
H 2.692 1.856 -2.048 0.0 0.0 0.0
H 1.727 2.939 -3.068 0.0 0.0 0.0
H 3.067 2.022 -3.754 0.0 0.0 0.0
H 2.506 -0.694 -2.282 0.0 0.0 0.1
H 3.026 -0.387 -3.929 -0.1 0.0 0.0
H 1.601 -1.374 -3.639 0.0 0.0 0.0
H 0.309 1.827 -5.064 0.0 -0.1 0.0
H 0.238 0.056 -5.152 0.0 0.0 0.0
H 1.741 0.902 -5.487 -0.1 0.0 0.0
S 2.187 -1.403 0.203 0.2 -0.2 -0.4
C 3.789 -1.814 0.759 -0.1 0.2 0.0
N 4.218 -3.059 0.451 0.1 -0.1 0.0
C 5.425 -3.559 0.804 -0.2 0.0 -0.1
C 6.298 -2.786 1.513 0.1 0.1 0.1
C 5.903 -1.493 1.854 0.0 0.1 0.0
C 4.659 -1.011 1.483 0.1 0.0 0.1
H 3.591 -3.648 -0.085 0.0 0.0 0.0
H 5.635 -4.572 0.490 0.0 0.0 0.0
H 7.264 -3.180 1.797 0.0 0.0 0.0
H 6.577 -0.861 2.420 0.0 0.0 0.0
H 4.345 -0.014 1.757 0.0 0.0 0.0
C 0.743 4.339 0.343 0.0 0.0 0.1
C 2.177 4.397 0.807 -0.1 0.0 -0.1
O 2.647 3.044 1.010 0.2 -0.1 -0.2
C 4.084 2.923 1.147 0.0 0.0 -0.1
C 4.695 2.394 -0.132 0.0 0.0 0.0
H 0.374 5.345 0.142 0.0 0.0 0.0
H 0.091 3.894 1.101 0.0 0.0 0.0
H 0.659 3.774 -0.593 0.0 0.0 0.1
H 2.267 4.934 1.752 0.0 0.0 0.0
H 2.807 4.888 0.064 0.0 0.0 0.0
H 4.259 2.255 1.991 0.0 0.0 0.0
H 4.497 3.895 1.412 0.0 0.0 0.0
H 4.379 1.361 -0.329 0.0 0.0 0.0
H 5.786 2.398 -0.072 -0.1 0.0 0.0
H 4.409 3.013 -0.985 0.1 0.0 0.0
```
Positions in Å, forces in eV/Å.

Properties
charge: +3

ORCA calculation (the ωB97M-V functional and the def2-TZVPD basis) on a 8-piece molecular cluster, C31H85N7O8 overall.

XYZ file:
```
131
Properties=species:S:1:pos:R:3:forces:R:3
C -0.219 3.056 6.941 0.2 -0.5 0.2
O 0.836 3.488 6.106 0.7 0.0 2.3
C 0.599 3.607 4.774 -0.2 -1.1 -1.8
C 1.938 3.243 4.057 -2.0 -1.3 -1.1
C 2.355 1.830 4.505 0.2 1.5 1.0
N 2.975 4.171 4.298 1.4 0.7 0.9
H -1.154 3.390 6.482 -0.2 -0.2 0.4
H -0.065 3.581 7.919 -0.3 -0.7 -0.7
H -0.223 1.907 7.058 0.0 1.7 -0.1
H -0.162 2.857 4.457 0.2 0.4 -0.1
H 0.204 4.608 4.538 0.2 0.0 -0.2
H 1.752 3.195 2.936 0.0 0.1 1.1
H 1.606 1.104 4.254 -0.3 -0.4 -0.1
H 2.526 1.868 5.616 -0.2 -0.3 -1.0
H 3.283 1.632 4.007 0.6 -0.5 -0.3
H 2.540 5.084 4.392 0.5 0.1 0.2
H 3.474 3.937 5.180 -0.6 0.5 -0.8
C -3.404 -0.237 -6.782 0.8 -0.1 -0.1
O -2.793 -0.810 -5.639 -0.2 -0.2 0.2
C -3.661 -0.995 -4.509 0.4 2.3 0.1
C -2.799 -1.499 -3.373 -1.1 -0.5 0.1
C -2.226 -2.829 -3.794 1.5 0.5 0.3
N -3.603 -1.611 -2.133 0.2 -0.6 -0.6
H -2.618 0.040 -7.532 -0.6 -0.3 0.8
H -3.935 0.645 -6.488 -0.3 0.8 0.0
H -4.113 -0.920 -7.231 -0.2 -0.4 -0.2
H -4.118 -0.010 -4.181 0.4 -0.6 -0.5
H -4.485 -1.627 -4.744 -0.6 -0.9 -0.2
H -2.023 -0.775 -3.229 0.8 0.5 0.0
H -1.776 -3.283 -2.937 0.7 -0.4 0.6
H -1.500 -2.771 -4.618 -0.1 0.3 0.4
H -2.939 -3.521 -4.115 -1.6 -0.9 -0.5
H -3.027 -1.721 -1.311 0.7 -0.4 -0.1
H -4.095 -0.762 -1.930 -0.6 0.5 -0.4
C 0.964 -0.778 8.196 2.3 -1.0 -0.4
O 0.780 -1.063 6.811 -1.2 0.0 1.7
C 1.924 -1.456 6.137 0.3 -1.8 -0.2
C 1.460 -1.777 4.713 0.8 1.3 -1.3
C 0.703 -3.073 4.521 0.0 0.1 0.3
N 2.663 -1.709 3.853 -0.4 -0.2 0.5
H 1.530 0.147 8.280 -0.3 0.5 0.2
H 1.652 -1.517 8.705 -0.7 0.2 -0.7
H 0.056 -0.808 8.756 -0.8 0.3 -0.1
H 2.633 -0.627 6.074 0.3 0.0 0.2
H 2.419 -2.391 6.619 -0.6 1.5 -0.6
H 0.772 -0.906 4.455 0.3 -1.0 0.3
H 0.370 -3.225 3.492 0.0 0.3 0.2
H -0.169 -2.941 5.146 -0.4 -0.6 0.2
H 1.269 -3.973 4.804 0.0 0.4 0.1
H 3.069 -0.804 4.021 0.4 0.3 -0.1
H 2.408 -1.752 2.867 0.1 -0.2 0.1
C 1.466 -1.418 -3.127 0.2 -1.9 0.9
O 1.468 -1.659 -1.719 0.0 0.1 -0.4
C 2.631 -2.213 -1.072 -1.0 0.4 1.0
C 2.146 -3.305 -0.033 -0.8 0.1 0.4
C 1.102 -4.284 -0.656 -0.5 1.2 0.6
N 1.601 -2.738 1.271 -0.1 -0.5 -0.9
H 1.654 -2.326 -3.698 0.1 -0.5 0.1
H 2.198 -0.741 -3.448 1.1 1.4 -0.2
H 0.488 -1.119 -3.406 -0.9 0.6 -0.1
H 3.322 -2.600 -1.820 0.0 -0.4 0.0
H 3.116 -1.361 -0.555 0.0 -0.6 -0.1
H 3.026 -3.891 0.277 -0.1 0.3 -0.2
H 0.758 -5.061 0.068 0.2 0.8 -0.5
H 1.567 -4.771 -1.463 0.6 -0.9 -1.2
H 0.246 -3.712 -1.101 0.6 -0.5 0.8
H 1.355 -3.582 1.852 0.1 1.4 -0.9
H 0.748 -2.149 1.116 0.8 -1.1 0.0
C -6.141 -4.422 0.954 -0.7 0.0 0.8
O -6.274 -3.015 1.155 0.9 -1.2 -0.6
C -6.300 -2.463 -0.122 -0.5 0.6 -1.9
C -6.178 -0.972 -0.010 -0.3 0.3 1.7
C -7.123 -0.377 1.036 -0.7 -0.1 0.8
N -6.362 -0.431 -1.316 -1.8 0.0 -1.7
H -6.380 -4.920 1.912 0.6 0.2 -0.4
H -5.157 -4.653 0.536 0.0 -0.2 0.3
H -6.911 -4.745 0.242 0.1 -0.1 -0.1
H -5.516 -2.681 -0.913 -0.2 -0.8 1.4
H -7.259 -2.807 -0.631 0.5 0.7 0.4
H -5.168 -0.763 0.294 0.8 0.0 0.2
H -8.111 -0.687 0.712 -0.5 0.3 -0.1
H -7.042 0.706 1.011 -0.2 0.2 -0.1
H -7.132 -0.653 2.129 0.8 -0.2 -1.2
H -7.239 -0.865 -1.689 1.0 0.6 0.1
H -6.532 0.573 -1.370 0.2 -0.3 0.4
C 3.763 1.898 -1.912 -1.3 -2.4 -1.4
O 3.272 1.135 -0.754 1.1 1.1 -2.2
C 3.822 1.690 0.386 -0.3 -1.7 1.6
C 5.310 1.564 0.636 0.5 1.1 0.8
C 5.818 0.158 0.718 1.8 0.5 -0.6
N 5.421 2.144 1.988 1.1 0.8 1.0
H 3.358 2.912 -1.954 0.3 0.0 0.4
H 3.337 1.341 -2.812 0.3 0.8 1.1
H 4.853 1.831 -2.080 -0.4 0.3 0.6
H 3.625 2.710 0.472 -0.7 2.2 -0.2
H 3.275 1.241 1.243 0.5 0.0 -0.3
H 5.909 2.161 -0.082 -0.4 -0.3 0.0
H 5.538 -0.352 -0.217 0.7 -0.2 0.3
H 5.307 -0.278 1.533 -0.5 -0.8 0.9
H 6.955 0.188 0.983 -1.9 -0.4 -0.9
H 6.403 2.251 2.315 -0.9 -0.3 -0.5
H 5.014 3.080 2.123 0.0 -0.6 -0.4
C 1.795 5.299 -6.288 -0.7 -0.7 -1.8
O 1.655 3.891 -6.144 1.1 0.4 -0.1
C 0.358 3.337 -6.160 0.8 -0.4 1.4
C 0.446 1.968 -5.396 2.7 1.1 0.1
C 1.546 1.097 -6.048 -0.7 1.4 -1.3
N -0.857 1.397 -5.354 0.4 -0.1 -0.9
H 1.334 5.793 -5.475 -0.5 0.7 1.0
H 1.299 5.647 -7.230 0.3 -0.2 0.6
H 2.842 5.590 -6.357 0.0 -0.4 0.1
H -0.302 3.969 -5.567 -0.4 0.2 -0.2
H 0.008 3.216 -7.178 -0.3 -0.1 -0.2
H 0.968 2.212 -4.398 -1.3 -0.1 -0.8
H 2.484 1.660 -6.165 -0.4 -0.1 0.2
H 1.236 0.803 -7.042 -0.2 0.1 -0.6
H 1.743 0.184 -5.580 0.2 -1.3 1.3
H -0.917 0.410 -5.481 0.1 -0.7 -0.1
H -1.322 1.619 -4.525 -0.9 0.4 1.4
C -0.439 0.267 1.451 -2.5 1.1 0.2
C -1.046 0.202 0.036 -1.1 -0.5 -0.7
C -0.443 1.200 -0.919 0.0 -0.6 -0.2
O -0.895 -1.081 -0.559 1.0 -0.4 -0.2
H -0.913 1.200 1.904 1.1 -1.0 -0.2
H 0.633 0.316 1.421 0.6 0.2 0.0
H -0.762 -0.569 2.093 0.1 0.2 -0.4
H -2.185 0.377 -0.054 1.5 -0.1 1.0
H -0.602 2.166 -0.520 -0.2 1.4 0.2
H -0.995 1.071 -1.867 0.6 0.3 0.2
H 0.641 1.062 -1.014 -0.2 -0.1 -0.2
H -0.008 -1.100 -1.018 -0.9 -0.3 0.6
```
Positions in Å, forces in eV/Å.

Properties
charge: 0
ΔE to the lowest compared entry with this formula, charge and spin: 36.6 kcal per mole
SMILES: COC[C@H](C)N.COC[C@H](C)N.COC[C@H](C)N.COC[C@H](C)N.COC[C@H](C)N.COC[C@H](C)N.COC[C@H](C)N.CC(C)O

ORCA calculation (the ωB97M-V functional and the def2-TZVPD basis) on an isolated molecule of C5H9NO.

XYZ file:
```
16
Properties=species:S:1:pos:R:3:forces:R:3
C -1.536 1.975 0.351 -0.4 0.3 0.5
C -0.283 2.179 0.754 -0.2 0.1 -0.4
C 0.937 1.319 0.604 0.2 -0.6 1.4
C 0.817 -0.182 0.825 0.1 -0.6 -0.6
N -0.043 -0.788 -0.200 -0.1 0.4 0.2
C 0.122 -2.052 -0.648 0.0 -0.5 0.1
O -0.206 -2.475 -1.734 -0.2 0.1 0.0
H -2.076 1.039 0.315 0.5 -0.4 -0.8
H -2.168 2.838 0.162 -0.1 0.0 0.7
H -0.073 3.158 1.168 0.2 0.4 -0.7
H 1.677 1.634 1.347 0.0 0.2 -0.1
H 1.377 1.515 -0.375 0.0 0.0 -0.1
H 1.814 -0.619 0.708 0.0 0.1 0.0
H 0.515 -0.457 1.839 -0.4 0.3 0.0
H -0.564 -0.154 -0.786 0.1 -0.1 -0.2
H 0.555 -2.726 0.117 0.3 0.2 -0.1
```
Positions in Å, forces in eV/Å.

Properties
charge: 0
ΔE to the lowest compared entry with this formula, charge and spin: 42.2 kcal per mole
SMILES: C=CCCNC=O

| no. | E_HOMO (eV) | HOMO-LUMO gap (hartree) | M (g mol⁻¹) |
| --- | --- | --- | --- |
| 1 | -9.079 | 0.184 | 863.34 |
| 2 | -15.281 | 0.221 | 737.39 |
| 3 | -8.586 | 0.340 | 684.06 |
| 4 | -9.687 | 0.385 | 99.13 |